(1)
# C25H51O13Zn

C25H51O13Zn as an isolated structure at a distorted geometry (ωB97M-V/def2-TZVPD, the OMol25 dataset).

Electronic energy: -101777.49025 eV
Multiplicity: 1
Total charge: +1
HOMO energy: -11.525 eV
Maximum force: 0.061 Eh/bohr

Last column: Mulliken charge in e.
CARTESIAN COORDINATES (ANGSTROEM)
Zn  0.35704  4.41453  -0.55056  0.63
C  0.95820  1.28511  -0.48348  1.09
O  0.68187  2.59678  -0.11464  0.02
H  0.28613  0.54703  -0.03169  -0.39
H  0.83013  1.13445  -1.56265  -0.60
H  1.98707  0.98665  -0.27045  -0.12
C  1.60510  -0.92744  2.57216  0.05
O  1.98755  -2.28434  2.44854  -0.37
C  1.41198  -3.21816  3.18994  0.87
O  0.48302  -3.05176  3.93378  -0.58
O  2.01166  -4.37007  2.94936  -0.41
C  1.60592  -5.52164  3.68308  -0.78
H  1.57932  -0.56049  3.59447  0.53
H  0.57989  -0.82716  2.20061  -0.12
H  2.24044  -0.32537  1.93308  -0.21
H  0.63405  -5.89247  3.36270  0.31
H  1.55813  -5.25595  4.73979  0.37
H  2.38148  -6.27495  3.58628  0.24
C  -2.73539  2.63098  -4.82399  -0.25
O  -1.70486  2.89451  -5.77166  -0.36
C  -0.47867  2.40617  -5.69234  0.68
O  0.41910  2.67581  -6.42871  -0.54
O  -0.37118  1.56017  -4.64288  -0.24
C  0.81840  0.78335  -4.54044  -0.64
H  -3.40342  1.93947  -5.33080  0.25
H  -3.26291  3.56340  -4.61808  0.33
H  -2.47090  2.28363  -3.83016  -0.01
H  1.64412  1.49404  -4.47961  0.33
H  0.99490  0.15412  -5.41140  0.48
H  0.76951  0.16186  -3.65088  -0.04
C  3.60263  1.88511  2.82516  -1.02
C  2.52764  2.11817  3.86937  0.89
O  2.37087  1.30061  4.74006  -0.56
C  1.69000  3.36950  3.79122  -0.70
H  3.19877  2.05866  1.82434  0.05
H  3.98820  0.88101  2.97467  0.33
H  4.43475  2.58270  2.94453  0.45
H  2.24673  4.28921  3.61100  0.44
H  1.09893  3.48141  4.69914  0.37
H  0.97688  3.26468  2.96500  -0.24
C  4.06970  1.07586  -2.79385  -0.77
C  3.84417  -0.41488  -3.07707  0.68
O  3.81564  -0.80423  -4.21587  -0.56
C  3.69511  -1.37259  -1.92129  -0.45
H  3.36934  1.44668  -2.04938  -0.03
H  3.97803  1.54474  -3.77139  0.33
H  5.08458  1.22768  -2.42143  0.42
H  2.94800  -2.09502  -2.25051  0.18
H  3.36645  -0.86713  -1.01447  -0.09
H  4.65843  -1.85942  -1.76949  0.42
C  -0.18011  -3.18284  -0.39796  -0.13
C  0.83670  -4.25172  -0.76331  0.54
O  1.63109  -4.12574  -1.66418  -0.55
C  0.75237  -5.56986  -0.03962  -0.75
H  0.28607  -2.45636  0.26715  -0.07
H  -1.04074  -3.70022  0.02662  0.33
H  -0.54353  -2.70310  -1.30674  0.04
H  -0.25710  -5.98173  -0.09516  0.37
H  0.99655  -5.41503  1.01375  -0.14
H  1.46099  -6.30600  -0.40819  0.35
C  -1.85818  5.12325  3.12153  -1.12
C  -1.65790  4.19541  1.97700  0.22
O  -0.89801  4.46684  1.04475  -0.28
C  -2.33587  2.86894  1.96176  -0.37
H  -1.31157  4.67894  3.95731  0.27
H  -2.91572  5.17423  3.38624  0.39
H  -1.54343  6.14005  2.90126  0.38
H  -1.67087  2.10128  1.56749  -0.05
H  -3.07095  3.06958  1.16978  0.40
H  -2.81049  2.56037  2.88753  0.50
C  -2.24907  -1.34003  1.91413  0.10
C  -3.50650  -0.58766  2.27668  0.55
O  -3.77896  -0.37439  3.43438  -0.56
C  -4.24307  0.16248  1.18332  -0.64
H  -1.47624  -0.67964  1.50173  -0.68
H  -2.35778  -2.09159  1.13079  0.27
H  -1.80179  -1.76734  2.81119  0.45
H  -3.54452  0.83366  0.68687  -0.16
H  -5.15041  0.60301  1.58196  0.32
H  -4.49983  -0.58773  0.42693  0.32
C  -3.76131  -1.94045  -2.42049  -0.84
C  -3.37894  -0.48258  -2.43682  0.20
O  -4.13391  0.31851  -2.94472  -0.57
C  -2.01542  -0.03075  -1.94822  0.33
H  -4.58921  -2.15540  -1.74833  0.31
H  -2.89663  -2.51142  -2.06159  0.06
H  -3.93684  -2.32795  -3.42171  0.38
H  -1.20735  -0.49027  -2.52637  0.21
H  -1.80337  -0.39841  -0.93922  -0.20
H  -1.90070  1.04665  -2.02664  0.14

***

(2)
# C25H51O19

A 7-piece molecular cluster, C25H51O19 overall at a distorted geometry (ωB97M-V/def2-TZVPD, the OMol25 dataset).

Electronic energy: -65652.32934 eV
Multiplicity: 1
Energy relative to the best compared isomer or geometry (same formula, charge and spin): 211.93 kJ/mol
Total charge: -1
HOMO energy: -2.330 eV
Maximum force: 0.052 Eh/bohr

Last column: Mulliken charge in e.
CARTESIAN COORDINATES (ANGSTROEM)
C  0.46265  0.13792  0.23537  1.04
O  -0.90812  0.06617  0.25218  -0.90
H  0.93204  -0.65628  0.86309  -0.26
H  0.76644  0.03494  -0.82984  -0.20
H  0.86776  1.07881  0.67407  -0.62
C  4.08485  1.19013  -0.28914  -0.67
C  4.88220  1.76894  -1.44995  -0.25
O  4.39832  3.09919  -1.80439  -0.34
C  3.97124  3.28389  -3.05393  0.67
O  3.88867  4.36190  -3.54894  -0.59
O  3.50536  2.15408  -3.57781  -0.28
C  2.84254  2.09727  -4.81705  -0.75
H  4.57826  0.23600  -0.09177  0.30
H  3.07985  0.99331  -0.67066  -0.02
H  4.07233  1.83585  0.58434  0.35
H  4.80948  1.03433  -2.24350  0.30
H  5.83655  2.03593  -0.99433  0.33
H  2.99910  2.96577  -5.46027  0.40
H  1.77921  1.96130  -4.63085  0.31
H  3.20094  1.25802  -5.41222  0.19
C  -1.22452  -3.96888  -0.48586  -0.95
C  -1.47267  -4.53060  0.89065  -0.24
O  -0.30732  -4.38982  1.73357  -0.45
C  -0.12006  -3.17129  2.30095  0.73
O  -0.96630  -2.34827  2.44930  -0.44
O  1.11881  -3.00412  2.72253  -0.12
C  2.14481  -3.95762  2.65948  -0.83
H  -1.55528  -2.94856  -0.66773  0.13
H  -1.83691  -4.60046  -1.14788  0.45
H  -0.23168  -4.17208  -0.88717  0.28
H  -1.50568  -5.61589  0.79677  0.26
H  -2.32981  -4.10196  1.40465  0.31
H  2.38074  -4.27709  1.64280  0.32
H  1.80960  -4.85785  3.18656  0.35
H  3.06107  -3.64987  3.15636  0.24
C  -2.98607  0.25425  -3.66349  -1.34
C  -3.59252  -0.06675  -2.29969  0.25
O  -4.80096  -0.87112  -2.40936  -0.31
C  -5.52102  -0.98508  -1.31068  0.80
O  -5.24272  -0.59620  -0.21107  -0.55
O  -6.65859  -1.60365  -1.64559  -0.36
C  -7.53742  -2.10031  -0.64627  -0.64
H  -1.94310  0.56673  -3.65589  0.33
H  -3.60979  1.06194  -4.05569  0.33
H  -2.97372  -0.50529  -4.45073  0.35
H  -3.89198  0.85906  -1.81344  0.29
H  -2.92768  -0.61672  -1.63195  0.04
H  -7.62362  -1.33802  0.12520  0.29
H  -7.04845  -3.00816  -0.27364  0.28
H  -8.48273  -2.48292  -1.02149  0.22
C  2.60375  -1.75822  -8.40122  -0.98
C  1.75961  -2.55287  -7.43587  -0.31
O  2.28245  -2.55033  -6.09006  -0.40
C  1.90072  -1.57929  -5.29059  0.65
O  1.20122  -0.63443  -5.50484  -0.51
O  2.38494  -1.87266  -4.07633  -0.36
C  1.87980  -1.13890  -2.95876  -0.39
H  3.61374  -2.14463  -8.52714  0.29
H  2.61021  -0.69150  -8.19753  0.30
H  2.11220  -1.98709  -9.35453  0.33
H  1.74592  -3.61563  -7.68177  0.30
H  0.71074  -2.25952  -7.36565  0.34
H  0.79151  -1.16131  -2.88213  0.41
H  2.11312  -0.08285  -3.12353  0.04
H  2.35873  -1.53887  -2.07349  0.35
C  -2.96967  5.01619  6.13959  -1.27
C  -2.60770  3.96357  5.07806  0.74
O  -1.55685  4.40586  4.23943  -0.33
C  -1.33831  3.70491  3.13460  0.66
O  -1.62808  2.58112  2.86888  -0.42
O  -0.52350  4.47464  2.36048  -0.42
C  0.11593  3.87443  1.24261  0.06
H  -2.24676  5.81186  6.30541  0.32
H  -3.30641  4.49933  7.04099  0.34
H  -3.89163  5.56223  5.90577  0.33
H  -3.54398  3.74257  4.56407  0.33
H  -2.26680  3.03494  5.53903  -0.49
H  -0.53591  3.54025  0.43618  0.27
H  0.59254  2.95585  1.60367  -0.34
H  0.89435  4.57097  0.94462  0.27
C  2.94056  -0.40977  3.78618  -1.44
C  1.57772  0.31849  3.70451  0.66
O  1.23290  0.44356  5.08498  -0.36
C  -0.08310  0.52349  5.42476  0.82
O  -0.99779  0.27058  4.71052  -0.50
O  -0.10047  0.69404  6.74513  -0.37
C  -1.41579  0.75899  7.30924  -0.60
H  3.68485  0.31665  4.13061  0.41
H  3.32831  -0.82230  2.85306  0.26
H  2.94451  -1.22444  4.51056  0.37
H  0.94105  -0.37708  3.15924  -0.02
H  1.73093  1.26459  3.18981  -0.06
H  -2.16036  1.20459  6.65717  0.19
H  -1.36664  1.24176  8.28100  0.22
H  -1.68665  -0.28468  7.48768  0.28

***

(3)
# C25H52N3O5

A 3-piece molecular cluster, C25H52N3O5 overall (ωB97M-V/def2-TZVPD, the OMol25 dataset).

Electronic energy: -41478.12907 eV
Multiplicity: 1
Total charge: -1
HOMO energy: -4.446 eV
Maximum force: 0.016 Eh/bohr

Last column: Mulliken charge in e.
CARTESIAN COORDINATES (ANGSTROEM)
C  -0.88882  1.43766  1.80190  0.34
C  -0.06124  1.25613  3.09058  -1.16
C  0.70553  -0.06519  3.08601  0.52
C  -0.15759  -1.26641  3.44035  -0.02
C  0.57872  -2.52059  3.91331  -1.43
C  1.56131  -3.10709  2.90623  -0.28
C  2.89941  -2.37392  2.79002  -0.09
C  3.94068  -3.18597  1.99223  -1.10
C  4.69170  -2.36107  0.92987  -0.35
C  4.70574  -2.97958  -0.45998  -1.12
C  3.32318  -3.00382  -1.14395  -0.99
C  2.34856  -1.96671  -0.60279  1.54
C  0.98386  -1.97478  -1.32570  0.17
N  0.84957  -0.78733  -2.20297  -0.20
C  -0.31692  0.04313  -1.89873  1.91
C  -0.43593  1.19474  -2.89441  -1.00
C  0.28169  2.46714  -2.45644  -0.19
C  1.76503  2.31294  -2.16250  -0.83
O  1.92306  2.14706  -0.76153  -0.15
C  3.25901  2.08989  -0.33431  -0.50
C  -0.15870  -2.07923  -0.27238  -0.17
O  -0.08273  -1.31403  0.71315  -0.35
O  -1.04036  -2.93307  -0.51446  -0.90
H  -0.43610  0.83969  1.01255  -0.71
H  -1.90493  1.07998  1.93537  0.32
H  -0.92701  2.48116  1.49882  0.10
H  -0.74158  1.25740  3.94560  0.34
H  0.63946  2.08374  3.20223  0.32
H  1.15166  -0.20041  2.10329  -0.81
H  1.51799  0.01112  3.81830  0.62
H  -0.78673  -1.52233  2.58821  0.05
H  -0.83668  -0.95796  4.24351  0.35
H  1.06900  -2.34566  4.87609  0.40
H  -0.19556  -3.27002  4.09448  0.40
H  1.08337  -3.20341  1.93001  0.09
H  1.82066  -4.12041  3.23236  0.44
H  2.77411  -1.42308  2.28440  -0.26
H  3.26519  -2.18501  3.80096  0.79
H  4.68237  -3.58561  2.68436  0.46
H  3.45138  -4.04381  1.52808  0.38
H  4.28972  -1.35226  0.86549  -0.06
H  5.72738  -2.24782  1.25846  0.51
H  5.38966  -2.39492  -1.08010  0.41
H  5.12297  -3.98813  -0.42871  0.38
H  3.45438  -2.84328  -2.21658  0.32
H  2.87655  -3.99413  -1.03554  0.44
H  2.74476  -0.95922  -0.71594  -0.26
H  2.16646  -2.17047  0.44853  -1.20
H  0.92955  -2.88707  -1.91985  0.35
H  0.78942  -1.09093  -3.16561  0.41
H  -0.16216  0.47879  -0.91648  -1.15
H  -1.23091  -0.53579  -1.93422  -0.55
H  -1.49794  1.42405  -2.98052  0.39
H  -0.10533  0.85685  -3.87964  0.36
H  -0.18484  2.83824  -1.54342  -0.27
H  0.14491  3.23497  -3.22181  0.61
H  2.31139  3.21868  -2.45792  0.57
H  2.17876  1.45163  -2.69055  0.36
H  3.53076  1.07134  -0.04817  -0.14
H  3.38436  2.72555  0.54195  0.26
H  3.95059  2.40882  -1.11751  0.41
C  -5.16276  -1.64152  -3.80299  -1.53
C  -3.95965  -1.36550  -2.92489  1.01
O  -2.98887  -0.74495  -3.32262  -0.61
N  -3.97134  -1.85378  -1.66029  0.05
C  -5.00612  -2.61268  -0.99859  -1.00
H  -4.97875  -1.19037  -4.77333  0.33
H  -5.31296  -2.71412  -3.93134  0.37
H  -6.06795  -1.20868  -3.37463  0.37
H  -3.11541  -1.67161  -1.14601  -0.08
H  -5.34855  -2.09480  -0.10030  0.29
H  -4.62790  -3.59288  -0.70213  0.28
H  -5.85649  -2.75424  -1.65986  0.41
C  -4.36399  5.65017  0.66699  -1.44
C  -3.32312  4.56955  0.46019  0.91
O  -3.47720  3.43250  0.85773  -0.58
N  -2.18206  4.91596  -0.20078  -0.01
C  -1.81335  6.20255  -0.74703  -0.98
H  -5.19858  5.20947  1.20302  0.30
H  -3.96025  6.47630  1.25393  0.37
H  -4.71954  6.03883  -0.28822  0.38
H  -1.53403  4.14855  -0.30540  0.11
H  -1.65190  6.13347  -1.82483  0.28
H  -0.89218  6.56833  -0.28853  0.29
H  -2.59885  6.92922  -0.56409  0.41

***

Kohn-Sham gap list, top to bottom, in eV: 4.5; 4.6; 7.0